[1]
The following is a quantum chemistry calculation of a structure of composition C19H34N6O7Sn in a non-equilibrium geometry, from the Open Molecules 2025 dataset.

Cartesian coordinates (Å):
Sn 0.435651 0.203936 -1.950672
O -0.319383 -2.140557 3.031956
O 2.914424 -1.161247 -3.031801
O 1.874597 3.159238 -2.368903
O -2.385555 0.498647 -0.525934
O -1.964088 -1.781522 -1.321321
O -0.030304 0.628585 -3.865824
O -1.109501 -0.816798 -5.560257
N 1.572889 0.066737 -0.025166
N -1.255499 1.098658 -0.934089
N 1.722139 -1.379657 -2.654110
N 0.828473 2.345176 -1.868423
N 0.106593 -0.396301 4.457959
N -0.751187 -1.611130 -1.777719
C -2.447451 -0.746189 -5.924122
C 0.840705 -0.548742 0.940411
C -0.698814 -1.051896 5.509047
C -0.936539 -3.981477 -2.018215
C -0.127872 -2.755423 -2.172992
C -1.100821 2.377321 -0.537240
C 2.442420 0.075733 2.621784
C 1.203253 -0.465632 2.268598
C 0.093860 1.079060 4.498992
C -2.084139 3.024971 0.371628
C 0.253667 -1.074180 3.265088
C 0.003174 3.063448 -1.109508
C 1.175243 -2.643157 -2.687617
C 0.944562 1.635857 5.626421
C 1.922842 -3.750461 -3.328537
C 3.242131 0.594600 1.611519
C 2.784483 0.569209 0.291550
C -2.182452 -1.104743 5.232209
C 0.318303 4.495571 -0.980613
H 0.061210 1.546299 -4.192835
H 0.445110 1.473350 3.537654
H -0.415461 -4.845761 -2.436179
H -2.584879 -0.105493 5.034245
H -1.595570 3.414051 1.274945
H -0.559827 -1.305320 -6.192607
H 2.764959 0.036667 3.662240
H 2.497014 2.563857 -2.822123
H 0.623484 4.924476 -1.940146
H -2.684028 -1.520720 6.110634
H -2.253868 -0.528088 -0.877236
H -2.765405 -1.677540 -6.406902
H -0.304236 -2.068629 5.619595
H -0.516037 0.010615 -4.596079
H 3.403156 0.920801 -0.535322
H -0.487482 -0.477595 6.414543
H -2.377399 -1.759039 4.377609
H 1.580175 -4.713568 -2.940872
H 2.995564 -3.652568 -3.141770
H -2.858094 2.317733 0.677326
H -2.644196 0.101468 -6.599408
H -3.024136 -0.605345 -5.003267
H -2.570094 3.875440 -0.125111
H -1.906595 -3.876420 -2.519338
H 1.025913 2.720081 5.504385
H -0.042793 -1.101206 0.608456
H 1.957156 1.220244 5.603258
H 1.760052 -3.757262 -4.417515
H -1.135021 -4.184582 -0.956056
H -0.951463 1.402923 4.633322
H -0.566042 5.030087 -0.615762
H 1.122184 4.668025 -0.251075
H 4.221222 1.014221 1.822851
H 0.499624 1.431174 6.604415

Cartesian forces, eV/Å:
Sn -1.207 -0.048 2.163
O 0.896 0.988 0.198
O 1.073 0.489 -0.365
O 1.238 -0.494 -0.597
O -0.843 -1.794 0.278
O -1.317 0.647 0.765
O -0.771 0.159 -2.838
O 1.626 -0.509 -0.112
N 0.924 -1.094 1.611
N 1.827 0.136 -1.383
N -1.517 -1.266 -0.179
N 0.707 -2.109 -1.857
N -0.256 0.000 -0.464
N 1.945 -1.073 -1.331
C -1.689 0.127 -0.385
C 0.470 0.855 -0.732
C 0.676 0.040 -0.302
C 0.182 -0.901 -0.152
C -0.952 1.699 0.522
C 1.751 1.590 -0.938
C -0.277 0.009 -0.346
C -0.033 -0.478 0.258
C -0.016 -0.269 -0.063
C -0.260 0.436 0.319
C -0.666 -0.763 0.465
C -2.252 -0.660 1.780
C 0.643 1.717 0.080
C 0.103 0.196 0.015
C 0.242 -0.348 0.069
C 0.070 -0.068 -0.300
C -0.621 -0.052 0.303
C -0.242 -0.091 -0.119
C -0.486 0.949 0.808
H -0.108 -0.427 0.514
H -0.212 -0.149 0.247
H -0.093 0.052 0.047
H -0.050 -0.183 0.026
H -0.120 -0.036 -0.116
H -0.261 0.262 0.276
H -0.071 0.203 -0.268
H -0.404 0.184 0.283
H -0.107 -0.016 0.274
H -0.066 0.105 -0.103
H -0.587 0.474 0.391
H -0.014 0.208 0.138
H -0.066 0.236 0.098
H 0.726 0.660 0.951
H -0.304 0.085 0.215
H -0.062 -0.268 0.053
H -0.038 0.221 0.132
H 0.127 0.118 -0.084
H -0.140 0.028 -0.092
H 0.186 0.119 -0.115
H 0.084 -0.258 0.149
H 0.069 -0.070 -0.237
H -0.016 -0.123 0.144
H 0.159 0.043 0.181
H -0.031 -0.086 0.142
H 0.024 0.396 0.219
H -0.148 0.019 0.026
H 0.150 0.044 0.166
H -0.070 0.144 -0.251
H 0.276 0.006 -0.164
H 0.176 -0.028 -0.058
H -0.004 0.108 -0.229
H -0.130 -0.144 -0.028
H 0.156 0.055 -0.100

Calculated values
Multiplicity: 1
HOMO energy (alpha / beta) in eV: -5.0415 / -3.9144
LUMO level (alpha / beta) in eV: -0.09 / -0.21

=====

[2]
The following is a quantum chemistry calculation of an isolated molecule of C5H12N2O in a non-equilibrium geometry, from the Open Molecules 2025 dataset.

Cartesian coordinates (Å):
O -0.636731 -1.779190 -2.706289
N 0.202232 -1.169709 -0.691623
N 0.445686 0.363948 1.610294
C 0.239455 -1.842972 -1.860538
C -0.092077 1.008432 0.425604
C 1.522888 1.003297 2.326963
C -1.140554 2.054322 0.730307
C -0.712721 -0.050987 -0.506837
H -0.967895 0.439313 -1.446508
H 1.074265 -2.520006 -2.044228
H -1.410472 2.650679 -0.144900
H 2.433787 0.393781 2.338687
H 1.038187 -0.989605 -0.163118
H -2.090042 1.611098 1.038574
H -0.868900 2.772216 1.505858
H 1.287163 1.295697 3.348365
H -1.628974 -0.386992 -0.029553
H 1.891253 1.881233 1.835017
H -0.280713 0.049866 2.234135
H 0.729358 1.470444 -0.096548

Cartesian forces, eV/Å:
O 0.066 0.122 0.234
N 0.119 0.990 -0.083
N 0.147 -0.370 -0.073
C -0.833 -0.105 -0.816
C -0.519 -0.446 0.228
C 0.782 -0.160 0.112
C -0.787 0.753 -0.162
C 0.069 0.286 0.403
H -0.050 -0.280 -0.133
H 0.511 -0.018 0.476
H 0.196 -0.039 -0.144
H -0.209 -0.364 0.309
H 0.367 -0.686 0.160
H 0.092 -0.265 0.180
H 0.326 -0.158 0.025
H -0.149 -0.087 0.082
H -0.280 -0.186 -0.099
H -0.239 0.851 -0.462
H -0.129 -0.029 -0.042
H 0.523 0.192 -0.195

Calculated values
SMILES: CN[C@H](C)CNC=O
Multiplicity: 1
HOMO energy in eV: -8.9844
LUMO level in eV: 0.90

=====

no.,calculated total energy (eV)
1,-49349.9367
2,-10407.1414